This record from the OMol25 dataset describes a 2-piece molecular cluster, C2H3O3S3 overall at a distorted geometry. The level of theory is the ωB97M-V functional and the def2-TZVPD basis.

For the LUMO energy, the calculation gives 3.28 eV. Its charge is -1. The HOMO-LUMO gap comes out at 6.43 eV. The HOMO energy comes out at -3.14 eV. For the total energy, the calculation gives -40771.2117 eV. Its relative energy (zero: lowest compared OMol25 entry of this formula, charge and spin) is 1.911 eV.

Each line ends with the Löwdin charge.
Positions of all 11 atoms, in Å:
C (0.59, -1.86, -1.77)  -0.510
C (-0.54, 1.02, -0.02)  -1.573
O (0.24, -1.24, -2.70)  0.146
O (1.06, -2.56, -0.95)  0.124
O (-0.85, -1.07, 1.75)  -0.496
S (1.22, 1.23, -0.18)  0.550
S (-1.24, 2.44, 0.85)  0.463
S (-1.15, -0.45, 0.13)  0.680
H (-0.39, -1.88, 1.85)  -0.040
H (1.57, 0.97, 1.00)  -0.220
H (-0.51, 3.39, 0.04)  -0.124